ORCA calculation (the ωB97M-V functional and the def2-TZVPD basis) on a structure of composition C13H15N3O2SSbSe4Zr in a non-equilibrium geometry.

Properties
Highest occupied orbital energy = -0.1634 Ha
E_tot = -302334.9669 eV
LUMO level = 0.0808 Eh
Orbital gap = 6.6 eV
Energy above the lowest of the compared OMol25 structures with the same formula, charge and spin = 0.0000 eV
Total charge = -1
M = 806.17 Da

Atoms and positions in Å:
Zr  -1.1935  0.3125  1.5957
Se  -4.9233  -1.2520  -1.4582
Sb  -4.3599  -1.1587  0.9141
Se  -2.0354  -2.0924  1.2767
Se  -3.5962  1.1941  1.3834
Se  -5.7321  -1.7565  2.7905
C  5.1329  -0.2566  -0.0058
C  3.6371  -0.2789  0.3008
C  2.9283  -1.4671  0.1159
C  1.6249  -1.4402  0.5349
N  1.0348  -0.3724  0.9972
C  1.7459  0.7935  1.0253
S  0.7301  2.1369  1.4377
N  3.1049  0.8532  0.7734
H  5.4066  -1.0956  -0.5987
H  5.6950  -0.1418  0.9026
H  5.3495  0.5922  -0.6263
H  3.4488  -2.3300  -0.2678
H  0.9969  -2.3244  0.5489
C  -0.3644  0.7089  5.9797
O  -1.0275  1.3096  4.8509
C  -0.9980  0.7012  3.7212
O  -0.4712  -0.4751  3.5716
H  -0.1615  1.5678  6.6098
H  0.4874  0.1949  5.5935
H  -1.1201  0.0130  6.3852
C  -1.2531  0.3785  -5.4430
C  -1.1501  0.5364  -3.9668
C  0.0794  0.2835  -3.3117
C  0.1205  0.2358  -1.9323
N  -0.9600  0.4617  -1.1640
C  -2.1143  0.7124  -1.8001
C  -2.2612  0.7169  -3.1724
H  -0.2790  0.6919  -5.8897
H  -1.9915  0.9731  -5.9875
H  -1.3776  -0.6995  -5.6263
H  0.9908  0.1275  -3.8720
H  1.0688  -0.0756  -1.4683
H  -2.9623  0.8284  -1.1873
H  -3.2504  0.8928  -3.5306

Mulliken population analysis, charges in e, atoms 1 to 8: atom 1 (Zr): 0.458, atom 2 (Se): -0.608, atom 3 (Sb): 0.814, atom 4 (Se): -0.400, atom 5 (Se): -0.667, atom 6 (Se): -0.626, atom 7 (C): -1.249, atom 8 (C): 1.029

=====

ORCA calculation (the ωB97M-V functional and the def2-TZVPD basis) on an isolated molecule of C13H15N3O3 in a non-equilibrium geometry.

Properties
Highest occupied orbital energy = -0.3033 Ha
E_tot = -24335.0161 eV
LUMO level = 0.0149 Eh
SMILES = N[C@@H](Cc1c[nH]c2ccccc12)C(=O)NCC(=O)O
Orbital gap = 8.7 eV
Energy above the lowest of the compared OMol25 structures with the same formula, charge and spin = 3.8223 eV
Total charge = 0
M = 261.28 Da

Atoms and positions in Å:
N  1.5646  -1.3328  2.6289
C  1.1703  0.1008  2.1997
C  2.2758  0.7675  1.3214
C  2.2404  0.4101  -0.1539
C  2.7910  -0.7812  -0.5753
N  2.1997  -1.1904  -1.8015
C  1.3506  -0.2390  -2.2504
C  0.5497  -0.1818  -3.4759
C  -0.3987  0.7957  -3.6315
C  -0.4445  1.9229  -2.6280
C  0.4399  1.9522  -1.4568
C  1.3399  0.8274  -1.3046
C  -0.2472  0.1308  1.6736
O  -0.8150  1.2514  1.5355
N  -0.8103  -1.1038  1.5102
C  -2.0302  -1.4285  0.6700
C  -3.2059  -0.6409  1.0683
O  -4.3446  -1.0528  0.9433
O  -2.9243  0.5529  1.7269
H  2.4380  -1.2240  3.1828
H  1.6651  -1.8849  1.8505
H  1.2813  0.7411  3.2442
H  3.2218  0.3705  1.6581
H  2.3688  1.8735  1.5138
H  3.3764  -1.4422  0.0604
H  2.4551  -2.0541  -2.3980
H  0.6860  -0.9778  -4.2103
H  -0.9662  0.8671  -4.6124
H  -1.2833  2.7554  -2.8041
H  0.3803  2.7841  -0.6974
H  -0.6474  -1.6411  2.2899
H  -2.0553  -2.4674  0.7688
H  -1.7702  -1.2281  -0.3787
H  -2.1432  1.0893  1.7843

Mulliken population analysis, charges in e, atoms 1 to 8: atom 1 (N): -0.756, atom 2 (C): 0.705, atom 3 (C): -1.304, atom 4 (C): 0.386, atom 5 (C): -0.832, atom 6 (N): -0.042, atom 7 (C): -0.462, atom 8 (C): -0.643

=====

ORCA calculation (the ωB97M-V functional and the def2-TZVPD basis) on an isolated molecule of C13H15N3OS2 in a non-equilibrium geometry.

Properties
Highest occupied orbital energy = -0.3037 Ha
E_tot = -41902.8735 eV
LUMO level = 0.0100 Eh
SMILES = Cc1cc(C)c(C(=O)CSc2nnc(N)s2)cc1C
Orbital gap = 8.5 eV
Energy above the lowest of the compared OMol25 structures with the same formula, charge and spin = 10.8318 eV
Total charge = 0
M = 293.42 Da

Atoms and positions in Å:
C  0.3186  2.2998  -3.5659
C  0.5458  1.5746  -2.1814
C  1.8361  1.7642  -1.4622
C  2.0483  1.2639  -0.3605
C  3.2631  1.4985  0.1919
C  1.0165  0.4343  0.1011
C  1.1916  -0.1582  1.4418
O  2.1777  -0.7499  1.9472
C  0.3086  0.3428  2.5668
S  -0.1312  -0.7822  3.8564
C  -0.9532  -2.0033  3.0478
N  -1.5034  -1.5410  1.8126
N  -2.1496  -2.6615  1.1646
C  -2.3354  -3.4433  2.0385
N  -2.9551  -4.7175  1.7477
S  -1.5224  -3.5532  3.6140
C  -0.2308  0.4654  -0.4639
C  -0.5476  1.0748  -1.7359
C  -1.6070  0.6136  -2.3762
H  1.3339  2.7598  -4.0368
H  -0.4669  2.9464  -3.5655
H  0.1230  1.4575  -4.4681
H  2.6960  2.4289  -2.0375
H  3.9364  0.5996  0.7583
H  3.2066  2.3038  1.1582
H  4.0093  2.0591  -0.3420
H  -0.7835  0.8415  2.1634
H  0.5004  1.2510  3.1075
H  -3.3396  -5.2305  2.4477
H  -3.3289  -4.8586  0.8680
H  -0.7496  -0.1696  0.0480
H  -2.1244  1.5946  -2.5807
H  -2.3817  0.0123  -1.7211
H  -1.4017  0.2824  -3.1839

Mulliken population analysis, charges in e, atoms 1 to 8: atom 1 (C): -1.595, atom 2 (C): 1.028, atom 3 (C): -0.565, atom 4 (C): 1.068, atom 5 (C): -1.882, atom 6 (C): 0.425, atom 7 (C): 0.414, atom 8 (O): -0.619

=====

ORCA calculation (the ωB97M-V functional and the def2-TZVPD basis) on a structure of composition C13H15N5OPdSSe.

Properties
Highest occupied orbital energy = 0.0158 Ha
E_tot = -102883.8929 eV
LUMO level = 0.1877 Eh
Orbital gap = 4.7 eV
Total charge = -2
M = 474.74 Da

Atoms and positions in Å:
Pd  -0.1526  -0.0248  1.4013
N  3.4873  -2.0219  2.7969
C  2.5553  -1.1170  2.2507
S  1.3768  -0.4672  3.3609
N  2.7105  -0.8512  0.9998
N  1.7934  0.1117  0.5336
C  2.2668  0.8217  -0.4199
C  1.7203  2.0081  -1.0567
C  2.3139  2.3501  -2.2760
C  1.9832  3.4793  -3.0032
C  1.0111  4.3313  -2.4523
C  0.4283  4.0575  -1.2436
C  0.7449  2.8900  -0.4503
O  0.2250  2.7014  0.6748
H  3.0789  -2.5236  3.5692
H  3.8511  -2.6328  2.0775
H  3.2498  0.5117  -0.7860
H  3.0690  1.6708  -2.6658
H  2.4556  3.6940  -3.9539
H  0.7147  5.2292  -2.9910
H  -0.3194  4.7211  -0.8203
C  -1.9847  -2.6440  2.5854
N  -2.5636  -1.3178  2.6386
C  -3.8159  -1.0063  3.1185
C  -3.9957  0.3159  2.9049
N  -2.8445  0.7795  2.3054
C  -2.6226  2.1381  1.8480
C  -1.9515  -0.2255  2.1242
Se  -1.4159  -0.8396  -0.5581
H  -1.6445  -2.9547  3.5752
H  -1.1499  -2.5893  1.8878
H  -2.7222  -3.3426  2.1877
H  -4.4726  -1.7507  3.5338
H  -4.8363  0.9576  3.1032
H  -2.5376  2.8128  2.7030
H  -3.4541  2.4445  1.2105
H  -1.6959  2.1755  1.2724

Mulliken population analysis, charges in e, atoms 1 to 8: atom 1 (Pd): 0.100, atom 2 (N): -0.565, atom 3 (C): 0.467, atom 4 (S): -0.623, atom 5 (N): -0.877, atom 6 (N): 0.575, atom 7 (C): -0.670, atom 8 (C): 0.888

=====

ORCA calculation (the ωB97M-V functional and the def2-TZVPD basis) on a cluster of 2 separate species, C13H15NS in total in a non-equilibrium geometry.

Properties
Highest occupied orbital energy = -0.3034 Ha
E_tot = -26047.4438 eV
LUMO level = 0.0309 Eh
SMILES = CSCc1ccccc1.c1ccncc1
Orbital gap = 9.1 eV
Energy above the lowest of the compared OMol25 structures with the same formula, charge and spin = 2.0190 eV
Total charge = 0
M = 217.34 Da

Atoms and positions in Å:
C  0.2388  0.6921  1.5410
S  0.0792  1.9069  0.1924
C  -0.8064  0.8363  -0.9144
C  -2.1731  0.3538  -0.3427
C  -2.3382  -0.9761  -0.2379
C  -3.5982  -1.4707  0.1963
C  -4.6113  -0.5861  0.5540
C  -4.3148  0.8294  0.6307
C  -3.0662  1.2567  0.1720
H  1.3307  0.2505  1.6116
H  0.0366  1.2811  2.4220
H  -0.6005  -0.1193  1.4367
H  -1.1239  1.3552  -1.8542
H  -0.1263  0.0919  -1.1504
H  -1.5988  -1.8029  -0.6089
H  -3.6623  -2.5437  0.2373
H  -5.5119  -1.0167  0.8933
H  -4.9585  1.6197  1.0044
H  -2.8809  2.4011  0.0731
C  3.7456  -0.6852  -1.2318
C  4.1151  -1.3599  -0.0395
C  4.1783  -0.6086  1.0772
N  3.9080  0.6927  1.1883
C  3.5600  1.3380  0.0810
C  3.5382  0.6939  -1.1927
H  3.8565  -1.2315  -2.1489
H  4.5212  -2.2696  -0.2097
H  4.8551  -0.9115  1.9876
H  3.4812  2.4126  0.2883
H  3.6824  1.2467  -2.1580

Mulliken population analysis, charges in e, atoms 1 to 8: atom 1 (C): -0.483, atom 2 (S): -0.121, atom 3 (C): -0.929, atom 4 (C): 0.397, atom 5 (C): -0.065, atom 6 (C): -0.481, atom 7 (C): -0.564, atom 8 (C): -0.471

=====

ORCA calculation (the ωB97M-V functional and the def2-TZVPD basis) on an isolated molecule of C13H15NS in a non-equilibrium geometry.

Properties
Highest occupied orbital energy = -0.2874 Ha
E_tot = -26048.2623 eV
LUMO level = 0.0290 Eh
SMILES = Cc1ccc(-c2ccccc2)n1CCS
Orbital gap = 8.6 eV
Energy above the lowest of the compared OMol25 structures with the same formula, charge and spin = 1.2005 eV
Total charge = 0
M = 217.34 Da

Atoms and positions in Å:
C  0.0327  -2.1433  2.9761
C  -0.7194  -1.3140  1.9344
C  -2.1084  -1.2957  1.6489
C  -2.2356  -0.4083  0.5427
C  -0.9871  -0.0291  0.0967
C  -0.8130  1.0107  -0.9105
C  -0.5688  0.5230  -2.1792
C  -0.1700  1.4507  -3.2109
C  0.0630  2.8298  -2.9929
C  -0.1205  3.2985  -1.6927
C  -0.6094  2.4262  -0.6554
N  -0.0123  -0.4966  0.9838
C  1.4972  -0.2452  1.0236
C  2.1719  -0.9490  -0.1240
S  1.9255  -2.7469  0.1005
H  0.7948  -2.8031  2.6048
H  -0.6939  -2.7247  3.5459
H  0.5878  -1.4452  3.6079
H  -2.9681  -1.8201  2.0677
H  -3.2495  -0.0678  0.1368
H  -0.7105  -0.5797  -2.3485
H  -0.0301  1.0789  -4.2042
H  0.3454  3.4317  -3.8500
H  0.0210  4.3353  -1.3750
H  -0.8597  2.7479  0.3200
H  1.9598  -0.5141  1.9663
H  1.7157  0.7996  0.9270
H  1.9570  -0.7202  -1.1366
H  3.2388  -0.6879  0.0606
H  0.5458  -2.9414  0.1359

Mulliken population analysis, charges in e, atoms 1 to 8: atom 1 (C): -1.208, atom 2 (C): 0.465, atom 3 (C): -0.907, atom 4 (C): -0.159, atom 5 (C): -0.205, atom 6 (C): 0.159, atom 7 (C): -0.331, atom 8 (C): -0.508

=====

ORCA calculation (the ωB97M-V functional and the def2-TZVPD basis) on a structure of composition C13H16AgF16NNbO4P in a non-equilibrium geometry.

Properties
Highest occupied orbital energy (spin up / spin down) = -0.4625 / -0.4557 Ha
⟨S²⟩ = 0.907
E_tot = -81721.2282 eV
LUMO level (spin up / spin down) = -0.2465 / -0.2997 Eh
Orbital gap (spin up / spin down) = 5.9 / 4.2 eV
Total charge = +1
M = 785.99 Da
Spin multiplicity = 2

Atoms and positions in Å:
C  1.6721  2.3542  4.1715
N  2.0303  0.8753  4.2338
C  0.7930  0.1389  4.6339
C  2.5324  0.4528  2.8961
O  3.7037  -0.0214  2.7981
C  1.5488  0.6885  1.6510
Nb  1.8757  -0.7776  -0.0883
C  -0.1088  -0.0223  -0.9768
C  -0.1982  -0.1795  -2.5658
C  -1.3448  0.6741  -3.2620
F  -1.5879  0.0756  -4.5326
F  -0.7817  1.9506  -3.5686
C  -2.6731  0.8601  -2.3961
F  -2.4042  1.9386  -1.5031
F  -3.0635  -0.3128  -1.7121
C  -3.9260  1.3131  -3.2678
F  -3.5562  2.3940  -4.1044
F  -4.3910  0.3012  -4.1428
C  -5.2015  1.8053  -2.4289
F  -5.4186  3.1671  -2.6857
F  -5.1687  1.4946  -1.0754
F  -6.3466  1.1539  -2.9447
C  0.8363  -2.4349  1.1018
F  1.8863  -3.1945  1.7492
F  0.0644  -1.8795  2.1882
C  0.0055  -3.4922  0.2357
F  -0.0538  -3.1879  -1.1381
F  0.6483  -4.7587  0.3136
C  -1.4934  -3.7402  0.7290
F  -1.5714  -4.4201  1.9485
F  -2.1156  -4.5908  -0.2135
F  -2.2745  -2.5618  0.7259
P  2.9804  1.2080  -1.3439
O  4.1966  1.5803  -0.4704
O  1.9145  2.5600  -1.2520
O  3.3655  0.8480  -2.9553
H  2.1016  2.8703  3.2612
H  0.5403  2.4223  4.1668
H  2.0303  2.8037  5.1629
H  0.9785  -0.9873  4.6115
H  0.5138  0.5051  5.6838
H  -0.1081  0.3408  3.9682
H  0.4407  0.6726  1.9005
H  1.7730  1.7520  1.2640
H  3.5023  -1.2748  0.5297
H  2.1471  -1.8456  -1.5381
H  -0.9042  -0.6929  -0.5025
H  -0.1797  1.0685  -0.6412
H  -0.2787  -1.2566  -2.9311
H  0.7938  0.2164  -2.9888
H  2.4790  3.3255  -0.9835
H  3.3025  -0.1253  -3.0677
Ag  4.4935  -2.0550  1.3565

Mulliken population analysis, charges in e, atoms 1 to 8: atom 1 (C): -0.736, atom 2 (N): -0.026, atom 3 (C): -0.847, atom 4 (C): 0.178, atom 5 (O): -0.544, atom 6 (C): -0.386, atom 7 (Nb): -1.752, atom 8 (C): -0.616